Density functional theory data (ωB97M-V with the def2-TZVPD basis set) for C30H34N7O3PS2Ta as an isolated structure.

Calculated values
HOMO energy: -15.53 eV
E_tot: -80726.651 eV
E_LUMO: -9.91 eV

ORCA input file:
```
! wB97M-V def2-TZVPD RIJCOSX def2/J DEFGRID3
* xyz 3 1
Ta 0.070 -0.221 -0.363
O 2.057 1.256 -3.683
C 1.382 1.145 -2.699
N 1.521 0.152 -1.732
C 2.840 -0.449 -1.635
C 3.115 -0.611 -0.170
C 4.380 -0.774 0.360
C 4.526 -0.927 1.728
C 3.392 -0.919 2.537
C 2.161 -0.740 1.955
N 2.014 -0.585 0.618
C 0.349 2.146 -2.279
C 0.149 3.325 -2.949
C -0.689 4.276 -2.372
C -1.273 4.004 -1.145
C -1.044 2.780 -0.543
N -0.252 1.853 -1.105
H 3.584 0.185 -2.119
H 2.897 -1.422 -2.137
H 5.239 -0.765 -0.299
H 5.510 -1.041 2.164
H 3.463 -1.028 3.610
H 1.265 -0.698 2.559
H 0.675 3.499 -3.879
H -0.854 5.228 -2.860
H -1.896 4.732 -0.645
H -1.483 2.544 0.416
O -3.121 0.300 4.348
C -2.113 1.177 4.404
C -2.041 1.987 5.537
C -1.032 2.913 5.661
C -0.057 3.065 4.663
C -0.115 2.281 3.543
C -1.141 1.322 3.387
C -1.181 0.511 2.202
O -0.207 0.696 1.276
N -2.064 -0.387 1.924
N -1.841 -1.002 0.679
C -2.865 -1.822 0.429
S -3.026 -2.755 -1.011
C -4.741 -3.278 -0.699
C -4.914 -3.418 0.795
S -4.117 -1.998 1.593
H -3.068 -0.236 3.544
H -2.794 1.864 6.303
H -0.989 3.532 6.547
H 0.730 3.796 4.780
H 0.631 2.391 2.766
H -4.888 -4.222 -1.222
H -5.401 -2.523 -1.123
H -4.462 -4.329 1.184
H -5.967 -3.396 1.076
C 0.150 -4.053 -1.864
P 0.546 -3.022 -0.419
C 2.271 -3.542 -0.137
C -0.242 -3.789 1.031
H 0.210 -5.100 -1.563
H 0.907 -3.882 -2.633
H -0.830 -3.858 -2.284
H 2.264 -4.633 -0.089
H 2.655 -3.166 0.809
H 2.932 -3.253 -0.950
H 0.114 -4.817 1.112
H -1.325 -3.799 0.974
H 0.061 -3.250 1.931
N -3.099 0.740 -1.372
C -2.455 0.084 -2.361
C -3.046 0.068 -3.642
C -2.446 -0.599 -4.668
C -1.228 -1.265 -4.430
C -0.691 -1.195 -3.189
N -1.261 -0.523 -2.130
H -3.971 1.194 -1.588
H -2.891 0.601 -0.401
H -3.987 0.584 -3.782
H -2.900 -0.616 -5.650
H -0.712 -1.803 -5.211
H 0.262 -1.656 -2.984
*
```